1.
Density functional theory data (the ωB97M-V functional and the def2-TZVPD basis) for 3 unconnected molecules or ions with the total composition C3H9N3.

Each line ends with the natural charge from an NBO analysis.
Atoms and positions in Å:
C -0.523 0.123 -0.176  0.58
N -0.193 -0.930 -0.626  -0.32
H -2.911 -0.665 -0.720  0.19
N -1.050 1.280 0.209  -0.86
H -0.338 1.985 0.363  0.45
H -2.132 -2.284 -0.477  0.21
C 2.455 0.153 0.264  -0.44
H 3.398 0.719 0.195  0.20
H -1.880 1.261 0.781  0.41
N 1.398 0.841 -0.451  -0.69
H 2.202 0.087 1.326  0.18
C -2.258 -1.276 -0.106  -0.60
H 2.664 -0.863 -0.096  0.18
H 1.579 0.794 -1.452  0.33
H -2.413 -1.223 0.967  0.18

Cartesian forces (eV/Å) of the 3 atoms listed first:
C 3.07 0.15 -1.09
N -1.71 0.22 0.76
H 0.13 0.09 0.02

The calculated total energy is -7721.589 eV. The value obtained for the energy above the lowest of the compared OMol25 structures with the same formula, charge and spin is 577.46 kJ/mol. The net charge is 0. Its largest force on an atom is 3.3 eV Å⁻¹. As for the frontier orbital gap (spin up / spin down): 8.93 / 7.06 eV. As for the multiplicity: 1.

=====

2.
Density functional theory data (the ωB97M-V functional and the def2-TZVPD basis) for a single C3H9N3O molecule.

Each line ends with the natural charge from an NBO analysis.
Atoms and positions in Å:
N -1.562 -0.234 0.973  -0.86
H 0.997 1.140 1.595  0.38
C 0.974 -0.897 -0.428  0.66
H 0.395 1.065 -1.243  0.20
H -0.899 -0.791 1.485  0.38
N 0.437 1.272 0.771  -0.63
H -1.875 -0.564 0.085  0.37
C -1.036 1.110 0.824  -0.05
H 0.254 -1.209 -2.380  0.39
O 1.305 -1.486 0.585  -0.63
H -1.350 1.830 1.598  0.18
H 2.077 0.814 -0.419  0.23
H 0.290 -2.582 -1.405  0.40
N 0.390 -1.582 -1.454  -0.83
C 0.995 0.632 -0.441  -0.33
H -1.393 1.483 -0.147  0.16

Cartesian forces (eV/Å) of the 3 atoms listed first:
N -0.14 1.38 0.70
H -0.30 -0.38 0.29
C -1.31 -0.58 0.94

The calculated total energy is -9774.648 eV. The value obtained for the energy above the lowest of the compared OMol25 structures with the same formula, charge and spin is 86.00 kJ/mol. The net charge is 0. As for the SMILES: NCNCC(N)=O. Its largest force on an atom is 1.9 eV Å⁻¹. As for the frontier orbital gap: 9.50 eV. As for the multiplicity: 1.

=====

3.
Density functional theory data (the ωB97M-V functional and the def2-TZVPD basis) for a single C3H9N3O molecule.

Each line ends with the natural charge from an NBO analysis.
Atoms and positions in Å:
H 0.254 0.578 -1.458  0.12
C -1.235 1.209 0.673  -0.42
H 2.251 -1.253 0.879  0.16
N 1.429 0.537 0.211  -0.43
H -2.046 -0.367 -1.348  0.32
O 0.633 -1.395 -0.974  -0.73
N -1.895 -0.753 -0.409  -0.66
H 1.483 -1.427 -1.425  0.48
H -0.436 1.647 1.265  0.22
H 2.993 0.353 1.443  0.17
H -2.130 1.090 1.276  0.22
H -1.455 1.868 -0.179  0.16
H -1.658 -1.735 -0.504  0.37
C 0.391 -0.077 -0.560  0.35
C 2.244 -0.161 0.860  -0.03
N -0.824 -0.114 0.249  -0.28

Cartesian forces (eV/Å) of the 3 atoms listed first:
H -0.02 -0.31 0.26
C 0.01 -0.07 0.16
H -0.08 -0.03 -0.08

The calculated total energy is -9772.823 eV. The value obtained for the energy above the lowest of the compared OMol25 structures with the same formula, charge and spin is 262.06 kJ/mol. The net charge is 0. As for the SMILES: C=N[C@@H](O)N(C)N. Its largest force on an atom is 0.7 eV Å⁻¹. As for the frontier orbital gap: 9.65 eV. As for the multiplicity: 1.

=====

4.
Density functional theory data (the ωB97M-V functional and the def2-TZVPD basis) for 2 unconnected molecules or ions with the total composition C3H9N3O.

Each line ends with the natural charge from an NBO analysis.
Atoms and positions in Å:
H -2.227 1.909 -2.178  0.47
O -1.491 1.534 -1.679  -0.59
N -1.586 -0.604 0.981  -0.63
H 2.444 -0.080 -1.311  0.22
H -0.523 -0.754 1.502  0.42
C 1.104 0.219 0.304  0.01
H 1.025 1.298 0.350  0.20
H 1.415 -1.546 1.425  0.21
H -2.539 -0.582 1.338  0.38
H 1.240 -0.019 2.411  0.22
N -2.159 0.749 -0.695  -0.04
H 0.745 0.053 -1.787  0.24
H 1.343 -1.438 -1.035  0.21
C 1.084 -0.515 1.460  -0.64
C 1.422 -0.352 -1.037  -0.67
N -1.297 0.128 -0.047  -0.03

Cartesian forces (eV/Å) of the 3 atoms listed first:
H -0.01 -0.09 0.11
O 0.11 -0.38 0.20
N 1.56 -0.62 0.80

The calculated total energy is -9770.184 eV. The value obtained for the energy above the lowest of the compared OMol25 structures with the same formula, charge and spin is 516.72 kJ/mol. The net charge is 0. As for the SMILES: N/N=N/O.C=CC. Its largest force on an atom is 3.1 eV Å⁻¹. As for the frontier orbital gap: 9.78 eV. As for the multiplicity: 1.

=====

5.
Density functional theory data (the ωB97M-V functional and the def2-TZVPD basis) for 2 unconnected molecules or ions with the total composition C3H9N3O.

Each line ends with the natural charge from an NBO analysis.
Atoms and positions in Å:
N -2.323 0.634 0.522  -0.84
H -0.010 -1.280 -1.186  0.20
N 1.917 0.481 0.841  -0.44
H 1.444 0.087 -1.148  0.19
H -1.793 1.430 0.839  0.39
H 3.052 -0.437 -0.623  0.20
H 2.713 1.319 -0.937  0.20
H 1.599 1.431 1.034  0.32
N -2.063 -1.677 0.684  -0.71
C 2.359 0.393 -0.470  -0.43
C -1.602 -0.536 0.418  0.61
H -0.501 0.535 -1.350  0.21
O 0.063 -0.128 0.595  -0.50
H -3.203 0.506 1.001  0.40
C -0.230 -0.317 -0.732  -0.16
H -1.420 -2.440 0.513  0.36

Cartesian forces (eV/Å) of the 3 atoms listed first:
N 0.10 0.08 0.01
H 0.05 0.11 -0.03
N -0.83 -0.21 0.07

The calculated total energy is -9768.968 eV. The value obtained for the energy above the lowest of the compared OMol25 structures with the same formula, charge and spin is 634.05 kJ/mol. The net charge is 0. Its largest force on an atom is 1.9 eV Å⁻¹. As for the frontier orbital gap (spin up / spin down): 8.31 / 8.30 eV. As for the multiplicity: 1.

=====

6.
Density functional theory data (the ωB97M-V functional and the def2-TZVPD basis) for a molecular structure, C3H9N3O.

Each line ends with the natural charge from an NBO analysis.
Atoms and positions in Å:
H 1.788 2.178 0.242  0.35
C -0.248 -0.670 0.428  0.30
H -0.060 -2.668 0.453  0.39
O 2.307 -0.500 -0.617  -0.60
H -0.247 0.609 -0.870  0.29
H -2.391 1.524 -0.873  0.22
C -1.073 -0.094 -0.388  -0.29
N 1.261 0.273 -0.069  -0.13
H 0.641 -1.837 1.751  0.38
H 3.089 -0.254 -0.095  0.45
H -3.203 0.029 -0.394  0.20
C -2.344 0.430 -0.938  -0.62
N 1.819 1.289 0.744  -0.71
H -2.460 0.150 -1.988  0.23
H 1.220 1.392 1.563  0.36
N -0.098 -1.852 1.053  -0.83

Cartesian forces (eV/Å) of the 3 atoms listed first:
H -0.14 -0.37 -0.02
C 1.97 0.76 -1.07
H 0.07 0.24 0.12

The calculated total energy is -9768.565 eV. The value obtained for the energy above the lowest of the compared OMol25 structures with the same formula, charge and spin is 672.90 kJ/mol. The net charge is 0. Its largest force on an atom is 4.6 eV Å⁻¹. As for the frontier orbital gap: 8.03 eV. As for the multiplicity: 1.

=====

7.
Density functional theory data (the ωB97M-V functional and the def2-TZVPD basis) for a single C3H9N3O molecule.

Each line ends with the natural charge from an NBO analysis.
Atoms and positions in Å:
N -0.845 -1.254 -1.399  -0.85
H -1.135 2.913 0.971  0.35
H -0.523 -1.412 1.159  0.21
N -0.464 2.479 0.339  -0.67
O 1.660 0.888 1.250  -0.62
C 0.425 -1.147 0.695  -0.51
N -0.515 1.075 0.513  -0.51
H -0.921 -1.674 -2.315  0.37
C 0.424 -1.332 -0.815  -0.13
H 0.995 -2.205 -1.143  0.21
H 1.284 -1.644 1.142  0.24
H -1.374 0.597 0.768  0.40
H 0.459 2.847 0.567  0.38
C 0.695 0.373 0.671  0.62
H -1.229 -0.319 -1.463  0.38
H 1.064 -0.184 -0.941  0.13

Cartesian forces (eV/Å) of the 3 atoms listed first:
N -1.37 -0.32 -0.79
H 0.30 -0.09 0.01
H 0.04 -0.10 0.15

The calculated total energy is -9772.010 eV. The value obtained for the energy above the lowest of the compared OMol25 structures with the same formula, charge and spin is 340.51 kJ/mol. The net charge is 0. As for the SMILES: NCCC(=O)NN. Its largest force on an atom is 6.2 eV Å⁻¹. As for the frontier orbital gap: 9.31 eV. As for the multiplicity: 1.

=====

8.
Density functional theory data (the ωB97M-V functional and the def2-TZVPD basis) for a single C3H9N3O molecule.

Each line ends with the natural charge from an NBO analysis.
Atoms and positions in Å:
H 1.904 -2.014 0.280  0.21
N -1.230 1.855 0.667  -0.67
C -0.394 0.269 -1.644  -0.64
N 0.014 -1.130 0.338  -0.12
H -2.082 1.468 0.263  0.34
N -0.237 0.886 0.874  -0.03
C 1.173 -1.668 1.022  -0.45
H 0.881 -2.526 1.631  0.22
H 0.017 -0.422 -2.386  0.23
H -0.886 2.652 0.144  0.36
H -1.459 0.051 -1.537  0.22
O -0.834 -0.249 1.475  -0.30
H 1.666 -0.920 1.659  0.20
H -0.267 1.281 -2.043  0.21
H 1.401 0.349 -0.421  0.18
C 0.333 0.118 -0.323  0.04

Cartesian forces (eV/Å) of the 3 atoms listed first:
H -0.32 0.09 -0.10
N -0.53 -0.33 0.38
C 0.04 0.10 -0.02

The calculated total energy is -9769.441 eV. The value obtained for the energy above the lowest of the compared OMol25 structures with the same formula, charge and spin is 588.39 kJ/mol. The net charge is 0. As for the SMILES: C[C@@H]1N(C)ON1N. Its largest force on an atom is 3.5 eV Å⁻¹. As for the frontier orbital gap: 8.89 eV. As for the multiplicity: 1.

=====

9.
Density functional theory data (the ωB97M-V functional and the def2-TZVPD basis) for 2 unconnected molecules or ions with the total composition C3H9N3O.

Each line ends with the natural charge from an NBO analysis.
Atoms and positions in Å:
H 1.713 2.878 -0.523  0.42
H -2.078 -0.838 -1.968  0.23
H 2.142 0.877 2.331  0.34
H -2.752 -2.566 -1.578  0.24
H -0.007 0.545 2.121  0.42
N 2.246 1.431 1.478  -0.66
O 0.219 -1.423 -0.737  -0.60
H 0.308 -0.835 0.084  0.54
C -1.993 -1.800 -1.481  -0.11
N 0.058 0.595 1.111  -0.86
H 0.589 1.828 -1.142  0.38
N 0.984 2.219 -0.299  -0.82
H -0.830 0.869 0.712  0.40
H -0.900 -3.045 -0.145  0.20
C -0.882 -2.131 -0.737  0.34
C 1.183 1.395 0.773  0.54

Cartesian forces (eV/Å) of the 3 atoms listed first:
H 0.30 -0.17 0.31
H -0.05 -0.04 -0.09
H 0.21 0.10 -0.19

The calculated total energy is -9764.940 eV. The value obtained for the energy above the lowest of the compared OMol25 structures with the same formula, charge and spin is 149.89 kJ/mol. The net charge is +1. Its largest force on an atom is 2.0 eV Å⁻¹. As for the frontier orbital gap (spin up / spin down): 8.35 / 4.06 eV. As for the multiplicity: 2.

=====

10.
Density functional theory data (the ωB97M-V functional and the def2-TZVPD basis) for a single C3H9N3OS molecule.

Each line ends with the natural charge from an NBO analysis.
Atoms and positions in Å:
H -0.561 -1.694 -0.232  0.18
C 2.043 -0.609 -0.260  -0.27
C -0.725 0.536 0.308  0.32
H -2.255 1.564 -0.844  0.40
C -0.172 -0.876 0.628  -0.16
H -0.439 -1.300 1.672  0.25
N -1.591 0.631 -0.799  -0.48
S 0.274 1.202 2.724  0.10
H 3.115 -1.296 -0.248  0.23
N -0.730 1.436 1.164  -0.53
H -0.191 2.413 3.181  0.14
O 1.263 -1.118 0.828  -0.56
H -0.383 -0.028 -2.188  0.33
H -1.677 -0.699 -2.212  0.33
H 1.353 -0.906 -1.318  0.13
H 2.060 0.572 -0.289  0.20
N -1.385 0.171 -2.115  -0.60

Cartesian forces (eV/Å) of the 3 atoms listed first:
H 0.96 2.18 2.12
C -0.47 -1.46 -2.25
C -0.25 -2.87 -0.63

The calculated total energy is -20604.866 eV. The value obtained for the energy above the lowest of the compared OMol25 structures with the same formula, charge and spin is 507.12 kJ/mol. The net charge is 0. As for the SMILES: COC/C(=N\S)NN. Its largest force on an atom is 5.7 eV Å⁻¹. As for the frontier orbital gap: 9.18 eV. As for the multiplicity: 1.

=====

11.
Density functional theory data (the ωB97M-V functional and the def2-TZVPD basis) for a single C3H9N3OS molecule.

Each line ends with the natural charge from an NBO analysis.
Atoms and positions in Å:
H -0.065 1.650 -1.431  0.40
C -0.158 0.256 0.430  0.38
H 1.721 -2.448 0.405  0.20
C 1.902 -1.846 -0.592  -0.46
H 2.888 -2.081 -1.241  0.21
O 1.229 2.148 -0.090  -0.58
H 1.124 -2.093 -1.564  0.22
C 1.139 -0.326 0.977  -0.27
N 1.986 -0.344 -0.193  -0.66
S -2.685 -0.207 -0.175  0.15
H 3.004 -0.158 0.150  0.36
H 1.625 0.352 1.631  0.22
N -1.157 -0.669 0.460  -0.60
H -3.032 -1.509 -0.293  0.12
N -0.046 1.538 -0.268  -0.36
H 1.209 -1.380 1.617  0.20
H 1.875 1.630 -0.632  0.47

Cartesian forces (eV/Å) of the 3 atoms listed first:
H -1.17 -1.50 4.10
C -2.12 -3.71 -0.81
H 0.53 0.54 -2.75

The calculated total energy is -20604.256 eV. The value obtained for the energy above the lowest of the compared OMol25 structures with the same formula, charge and spin is 565.97 kJ/mol. The net charge is 0. As for the SMILES: CNC/C(=N/S)NO. Its largest force on an atom is 4.9 eV Å⁻¹. As for the frontier orbital gap: 8.87 eV. As for the multiplicity: 1.

=====

12.
Density functional theory data (the ωB97M-V functional and the def2-TZVPD basis) for a molecular structure, C3H9N3OS.

Each line ends with the natural charge from an NBO analysis.
Atoms and positions in Å:
O -1.230 0.213 -0.346  -0.51
H 2.848 -0.857 -2.111  0.22
N 0.562 -0.958 0.748  -0.73
H -2.435 1.546 -0.976  0.22
H 1.941 -2.167 -1.234  0.20
C -2.267 1.172 -0.009  -0.26
H -1.332 -0.524 1.683  0.18
H 2.090 1.961 1.805  0.32
H 0.862 -1.182 -1.999  0.21
N 1.413 1.306 1.681  -0.38
N 0.302 1.485 2.104  -0.23
S 1.932 -0.068 -0.078  0.32
C -0.631 -0.308 0.742  0.42
H -3.031 0.480 0.364  0.18
H -2.067 1.745 0.908  0.22
C 1.886 -1.190 -1.514  -0.79
H 0.937 -1.168 1.657  0.41

Cartesian forces (eV/Å) of the 3 atoms listed first:
O 2.36 -0.31 1.25
H -2.30 -0.76 0.63
N -0.35 1.63 -1.80

The calculated total energy is -20604.106 eV. The value obtained for the energy above the lowest of the compared OMol25 structures with the same formula, charge and spin is 580.49 kJ/mol. The net charge is 0. Its largest force on an atom is 5.3 eV Å⁻¹. As for the frontier orbital gap (spin up / spin down): 7.18 / 7.50 eV. As for the multiplicity: 1.